The molecule C3HNO2 at a distorted geometry. Source: the Open Molecules 2025 dataset; level of theory: the ωB97M-V functional and the def2-TZVPD basis.

Geometry as XYZ:
```
7
Properties=species:S:1:pos:R:3:forces:R:3:nbo_charge:R:1
O -1.6758 -0.5680 -0.3632 0.2 0.0 0.4 -0.5856
C -0.8288 -0.1155 0.5054 -0.2 0.0 -0.2 0.2718
C 0.3196 0.5862 -0.1229 0.0 0.5 0.0 0.3216
O 0.2454 1.7128 -0.5610 0.0 -0.6 0.1 -0.4492
C 1.6178 -0.0845 0.1260 0.9 -0.4 0.1 0.1586
N 2.6180 -0.6211 0.3471 -1.0 0.5 -0.3 -0.2294
H -2.4165 -0.9572 0.1326 0.0 0.0 -0.2 0.5122
```
Positions in Å, forces in eV/Å.

Charge: 0
Total energy (eV): -8708.3099
E_LUMO (eV): -1.0
Molecular weight (g/mol): 83.05
Relative energy (zero: lowest compared OMol25 entry of this formula, charge and spin) (kcal per mole): 46.93
Frontier orbital gap (eV): 9.0

***

A cluster of 5 separate species, C30H54BClN2O20P in total at a distorted geometry. Source: the Open Molecules 2025 dataset; level of theory: the ωB97M-V functional and the def2-TZVPD basis.

Geometry as XYZ:
```
109
Properties=species:S:1:pos:R:3:forces:R:3:lowdin_charge:R:1
C -1.5755 2.3041 3.9216 -0.1 -0.1 0.1 -0.0904
C -1.4584 0.8091 4.2086 0.2 0.2 0.3 -0.2368
C 0.0076 0.3534 4.2203 -0.1 -0.2 -0.5 -0.1442
C 0.2167 -0.9899 3.5455 -0.3 0.3 0.6 -0.1831
O -0.1863 -0.8885 2.1841 0.3 0.0 -0.2 -0.1222
C -0.2928 -2.1224 1.4999 -0.2 0.3 0.4 -0.2470
C -1.7981 -2.3771 1.2732 0.1 -0.5 0.1 -0.2209
C -2.3615 -3.3322 2.3571 -0.6 0.3 -0.2 -0.0126
B -2.9630 -2.5619 3.6060 0.1 -0.3 0.3 -0.6778
O -2.6452 -2.9242 4.8935 -0.3 0.0 -0.3 0.1750
O -3.8253 -1.5239 3.4111 0.6 0.2 -0.3 0.1736
C -2.1177 -3.0117 -0.0547 -0.1 -0.5 0.3 -0.0685
N -1.4470 -2.3814 -1.2326 -0.3 0.0 -0.5 -0.0738
C -2.0917 -1.0797 -1.6365 -0.5 0.6 0.4 -0.1295
C -1.7519 0.1403 -0.7737 0.0 0.2 -0.5 -0.1593
C -3.0060 0.9851 -0.5617 0.4 0.2 -0.1 -0.2504
O -2.6418 2.1692 0.1206 0.0 -0.1 0.0 -0.0363
C 0.0548 -2.4272 -1.1432 0.5 0.2 0.5 -0.5344
Cl 0.6983 -1.3648 -2.4194 -0.1 -0.1 -0.3 0.7405
C 0.6913 -2.2234 0.2742 -0.3 0.6 0.3 -0.3755
C 1.5766 -3.4506 0.5235 0.1 -0.1 -0.2 -0.2003
O 0.7409 -4.6178 0.5465 -0.1 -0.1 -0.1 -0.1057
N 1.2614 -5.6444 -0.2894 0.0 -0.1 -0.2 0.0037
O 0.5007 -6.5151 -0.4077 0.1 0.4 0.2 0.0812
P 2.0259 -0.8143 0.1173 1.2 0.0 -0.6 0.8626
O 1.1458 0.5249 0.1810 -0.5 -0.4 0.2 -0.2617
O 2.8860 -0.9215 1.5023 -0.6 -0.5 -0.1 -0.2351
H -1.1999 2.8898 4.7596 0.1 0.1 0.0 0.0817
H -2.6115 2.6046 3.7598 0.0 0.0 0.0 0.0676
H -0.9866 2.5669 3.0435 0.0 0.0 -0.1 0.0701
H -1.9014 0.5959 5.1849 -0.2 -0.1 0.0 0.1136
H -2.0176 0.2536 3.4558 0.1 0.0 -0.1 0.0817
H 0.6036 1.0718 3.6656 0.2 0.2 0.1 0.0898
H 0.4124 0.2695 5.2281 0.0 0.1 0.1 0.1279
H 1.2755 -1.2557 3.6440 0.1 -0.2 -0.1 0.1171
H -0.3728 -1.7509 4.0709 0.0 -0.1 -0.1 0.1238
H 0.0184 -2.8870 2.2135 0.2 -0.2 -0.2 0.1349
H -2.3372 -1.4362 1.3618 0.2 0.1 -0.1 0.1348
H -3.2027 -3.8756 1.9088 0.0 -0.1 0.1 0.1245
H -1.6250 -4.0836 2.6386 0.1 -0.1 -0.1 0.1186
H -2.3157 -3.8251 4.9053 0.4 0.0 0.3 0.1056
H -3.7941 -0.9356 4.1723 -0.5 0.1 0.2 0.1085
H -1.8497 -4.0696 -0.0539 0.3 0.0 0.0 0.1445
H -3.1912 -2.9682 -0.2291 0.0 0.1 -0.2 0.1487
H -1.6724 -3.0255 -1.9907 0.1 0.1 -0.2 0.1822
H -1.8818 -0.8713 -2.6799 0.3 -0.3 0.0 0.1090
H -3.1644 -1.2756 -1.5866 0.0 -0.2 0.1 0.1324
H -1.2570 -0.0744 0.1683 -0.1 -0.1 0.1 0.0948
H -1.0628 0.7674 -1.3366 0.2 0.0 0.2 0.1086
H -3.3664 1.2831 -1.5512 -0.3 -0.1 0.0 0.1266
H -3.7864 0.4224 -0.0454 -0.1 0.0 0.1 0.1265
H -3.1315 2.2389 0.9403 0.0 0.0 0.2 0.0837
H 0.3322 -3.4141 -1.4989 -0.2 -0.1 0.1 0.1016
H 2.3349 -3.5485 -0.2568 0.0 -0.1 0.0 0.1285
H 2.0931 -3.3835 1.4780 0.0 0.0 0.1 0.1265
H 1.6850 1.3019 -0.0360 0.0 0.2 0.0 0.0422
H 2.4787 -1.3962 2.2345 0.0 0.4 0.3 0.0278
C 2.5667 6.7427 0.9938 0.0 0.0 0.0 -0.0142
C 2.9430 5.2896 0.8826 0.0 0.3 -0.1 -0.2959
C 2.3417 4.5477 -0.2907 0.1 0.0 -0.1 -0.0622
O 2.3037 3.1951 0.2115 0.0 0.0 -0.1 0.0208
C 2.2125 3.2676 1.5678 -0.1 0.0 0.1 -0.5573
O 1.9784 2.3139 2.2421 0.1 0.1 0.2 0.1475
O 2.4128 4.5170 1.9931 0.1 -0.1 -0.1 0.1136
H 2.7993 7.1202 1.9876 0.1 0.0 0.0 0.0967
H 3.1200 7.3270 0.2574 0.1 -0.1 0.0 0.0974
H 1.5050 6.8896 0.8340 -0.1 0.0 0.0 0.0588
H 4.0292 5.1673 0.8994 0.0 -0.1 0.0 0.1600
H 2.9329 4.5989 -1.2009 0.0 -0.2 0.0 0.1376
H 1.3181 4.8636 -0.4984 0.0 0.1 0.0 0.1445
C 2.2533 0.8568 -7.2332 0.0 0.2 -0.1 -0.0165
C 2.4117 1.3641 -5.8232 0.0 -0.1 -0.2 -0.3249
C 1.1289 1.5915 -5.0538 0.0 0.0 0.2 -0.0998
O 1.5143 2.6073 -4.1210 -0.1 0.0 0.0 0.0513
C 2.5295 3.3168 -4.6821 0.0 -0.1 -0.2 -0.5595
O 2.9582 4.3317 -4.2466 0.0 0.1 0.1 0.1709
O 2.9711 2.6923 -5.8004 0.0 0.0 0.2 0.0910
H 3.1813 0.9839 -7.7880 0.0 -0.1 0.1 0.0929
H 1.9932 -0.2016 -7.2284 0.0 0.0 0.0 0.0901
H 1.4748 1.4068 -7.7631 0.0 0.0 0.0 0.0908
H 3.0894 0.7169 -5.2583 0.0 0.0 0.0 0.1594
H 0.7708 0.7234 -4.5066 0.0 0.0 0.0 0.1002
H 0.3300 1.9862 -5.6861 0.0 -0.1 -0.1 0.1408
C -1.7634 10.7012 -0.4787 0.2 0.0 0.1 -0.0192
C -1.9903 9.5119 0.4180 0.0 0.2 -0.1 -0.3256
C -2.4706 9.8215 1.8183 -0.1 0.0 0.0 -0.0854
O -1.9755 8.6948 2.5589 0.0 0.1 0.0 0.0702
C -0.8759 8.2387 1.9211 0.0 0.1 0.0 -0.5593
O -0.1172 7.4357 2.3611 -0.1 0.0 0.1 0.1558
O -0.7516 8.8281 0.7080 -0.1 -0.1 0.0 0.0788
H -1.1716 10.4151 -1.3470 -0.1 0.0 0.0 0.0897
H -2.7160 11.1016 -0.8234 0.0 0.0 0.0 0.0922
H -1.2214 11.4894 0.0448 0.0 0.0 0.0 0.0904
H -2.6549 8.7904 -0.0655 0.0 0.0 0.0 0.1581
H -3.5511 9.8888 1.9087 0.0 -0.1 0.1 0.1401
H -2.0117 10.7261 2.2225 0.0 0.0 -0.1 0.1403
C 0.8199 -9.4266 -1.2703 -0.2 -0.2 -0.2 -0.0401
C 1.3404 -10.8413 -1.2963 -0.1 0.2 0.0 -0.3288
C 2.4511 -11.1210 -2.2848 0.1 -0.1 0.0 -0.0964
O 2.2696 -12.5156 -2.5493 0.0 0.1 0.0 0.0645
C 0.9573 -12.8058 -2.3534 0.0 0.0 0.0 -0.5583
O 0.4345 -13.8230 -2.6565 0.0 -0.1 0.0 0.1805
O 0.3311 -11.7543 -1.7601 0.1 0.0 0.0 0.0801
H -0.1352 -9.3845 -0.7483 0.1 0.0 0.1 0.0887
H 1.5244 -8.7719 -0.7646 0.1 0.0 0.0 0.0686
H 0.6592 -9.0527 -2.2830 0.0 0.0 0.0 0.0901
H 1.6335 -11.1579 -0.2909 0.0 0.0 0.0 0.1597
H 3.4478 -10.9364 -1.8922 0.0 -0.2 0.0 0.1386
H 2.3181 -10.5722 -3.2206 0.0 0.1 0.0 0.1376
```
Positions in Å, forces in eV/Å.

Charge: +1
Total energy (eV): -98398.9667
E_LUMO (eV): -3.0
Molecular weight (g/mol): 840.00
Frontier orbital gap (eV): 8.1

***

A cluster of 2 separate species, C4H4NO3 in total at a distorted geometry. Source: the Open Molecules 2025 dataset; level of theory: the ωB97M-V functional and the def2-TZVPD basis.

Geometry as XYZ:
```
12
Properties=species:S:1:pos:R:3:forces:R:3:nbo_charge:R:1
C 0.3535 -0.1175 -1.5476 0.3 -1.1 -1.4 -0.6803
C -0.0674 -0.1006 1.4278 1.3 0.4 -1.3 -0.0017
C 0.6718 0.6490 -0.4814 -0.5 -0.2 3.1 0.5891
C 0.7818 0.1829 -2.9226 -1.5 0.5 -0.9 0.7537
N -0.9987 -0.9457 1.4797 -0.3 0.0 -0.4 -0.7301
O 1.1370 1.4387 -3.3476 -0.6 -2.3 -2.7 -0.7116
O 0.6173 -0.5309 -3.8926 0.0 -1.5 0.5 -0.6613
O 1.2803 1.6611 -0.2510 0.2 0.5 -0.3 -0.6734
H -0.1170 -1.1036 -1.4606 0.2 0.7 0.2 0.2436
H 0.5124 0.2872 2.3664 -0.8 -0.3 -1.2 0.0939
H -1.3418 -1.2773 2.3863 0.5 0.3 0.2 0.3088
H 1.3851 1.9908 -2.6991 1.2 3.1 4.2 0.4695
```
Positions in Å, forces in eV/Å.

Charge: -1
Total energy (eV): -11844.2976
E_LUMO (eV): 4.0
Molecular weight (g/mol): 114.08
Relative energy (zero: lowest compared OMol25 entry of this formula, charge and spin) (kcal per mole): 58.74
Frontier orbital gap (eV): 7.8

***

The molecule C6H5N. Source: the Open Molecules 2025 dataset; level of theory: the ωB97M-V functional and the def2-TZVPD basis.

Geometry as XYZ:
```
12
Properties=species:S:1:pos:R:3:forces:R:3:nbo_charge:R:1
C -1.4662 -1.1736 -1.6107 0.4 0.3 0.2 -0.2180
C -0.5296 -0.4729 -1.3242 -0.4 -0.3 -0.1 -0.0268
C 0.5919 0.3848 -1.0101 0.0 -0.1 -0.2 -0.1428
N 0.3795 1.6487 -0.3054 -0.2 0.1 0.0 -0.5309
C 1.0347 0.5549 0.4114 0.1 -0.1 0.2 -0.1399
C 0.3435 -0.1436 1.4723 -0.2 -0.2 0.4 -0.0438
C -0.2217 -0.7110 2.3716 0.2 0.2 -0.4 -0.2041
H -2.3014 -1.7941 -1.8509 0.2 0.1 0.0 0.2409
H 1.3588 0.4367 -1.7795 -0.1 0.0 0.1 0.2300
H -0.5929 1.7157 -0.0118 0.1 0.0 0.0 0.3655
H 2.0951 0.7247 0.5858 -0.2 -0.1 0.0 0.2306
H -0.7267 -1.2207 3.1625 0.1 0.1 -0.1 0.2393
```
Positions in Å, forces in eV/Å.

Charge: 0
Total energy (eV): -7788.1764
E_LUMO (eV): 1.1
Molecular weight (g/mol): 91.11
Relative energy (zero: lowest compared OMol25 entry of this formula, charge and spin) (kcal per mole): 83.44
Frontier orbital gap (eV): 10.4
SMILES: C#C[C@@H]1N[C@@H]1C#C

***

The ion C4H9N2 with charge +1 at a distorted geometry. Source: the Open Molecules 2025 dataset; level of theory: the ωB97M-V functional and the def2-TZVPD basis.

Geometry as XYZ:
```
15
Properties=species:S:1:pos:R:3:forces:R:3:nbo_charge:R:1
C 0.9799 1.3516 -0.1670 -0.4 0.5 -0.7 0.2898
C -1.2193 0.0953 -0.4692 1.9 0.6 1.4 0.2684
C -2.6380 0.0773 0.0496 0.2 0.2 -3.0 -0.6946
C 2.1749 -0.8858 0.2211 -0.7 -1.7 -1.3 -0.4822
N -0.3569 0.8726 0.1764 -0.7 0.0 -0.7 -0.5208
N 1.9680 0.5402 -0.1510 1.3 -1.7 0.3 -0.5075
H -0.7891 -0.6200 -1.2700 -1.0 1.3 1.4 0.2485
H -3.2447 -0.1841 -0.8718 0.1 0.2 1.6 0.2677
H -3.0195 0.9448 0.5888 0.4 0.5 -0.6 0.2618
H -2.6474 -0.6612 0.7982 -0.3 -1.7 0.7 0.2707
H 1.4863 -1.3377 0.9081 -1.0 0.5 0.3 0.2299
H 2.1194 -1.5361 -0.6935 0.0 0.8 0.6 0.2300
H 3.1179 -1.1606 0.6741 0.6 1.0 -0.1 0.2532
H -0.7962 1.6388 0.7410 0.3 -1.1 -0.3 0.4490
H 2.8649 0.8649 -0.5347 -0.7 0.6 0.3 0.4361
```
Positions in Å, forces in eV/Å.

Charge: +1
Total energy (eV): -7264.4644
E_LUMO (alpha / beta) (eV): -5.0 / -5.0
Molecular weight (g/mol): 85.13
Relative energy (zero: lowest compared OMol25 entry of this formula, charge and spin) (kcal per mole): 84.80
Frontier orbital gap (alpha / beta) (eV): 8.5 / 8.5

***

A cluster of 2 separate species, C7H16O7S3 in total at a distorted geometry. Source: the Open Molecules 2025 dataset; level of theory: the ωB97M-V functional and the def2-TZVPD basis.

Geometry as XYZ:
```
33
Properties=species:S:1:pos:R:3:forces:R:3:nbo_charge:R:1
C 2.6854 -0.8819 0.0460 0.8 0.1 -0.2 -0.6314
C 2.6084 0.4682 -0.7407 -0.4 -0.4 0.0 -0.3984
C 1.2509 1.2570 -0.6459 0.7 0.4 -1.5 0.0939
C 0.5884 1.3045 -2.0714 0.2 -0.4 0.3 -0.6421
O 0.4054 0.6630 0.3245 -1.3 0.1 0.3 -0.6754
S -0.7406 1.7338 0.8935 1.5 0.7 2.3 1.6701
O -0.2567 2.1948 2.2051 -1.4 -0.9 -2.4 -0.8240
O -2.0887 0.7357 1.1345 1.0 0.3 -0.1 -0.6734
C -2.8721 0.6994 -0.0386 0.3 -0.7 -1.4 -0.0851
C -2.3665 -0.3531 -1.0856 -0.4 -0.9 0.4 -0.4510
C -3.0436 -1.7510 -0.8379 0.8 0.7 -1.0 -0.4806
S -2.8899 -2.7516 -2.4042 0.2 0.2 0.0 -0.1201
H 2.2428 -1.7234 -0.5300 -0.1 0.6 0.3 0.1688
H 2.3156 -0.8448 1.0874 -0.1 0.2 -0.4 0.3327
H 3.7674 -1.1340 0.1261 -0.6 0.1 0.0 0.1936
H 2.7733 0.2209 -1.8156 -0.1 0.3 0.5 0.1651
H 3.4286 1.1520 -0.4605 -0.4 -0.4 0.2 0.2078
H 1.4642 2.3212 -0.4020 -0.1 -0.6 0.3 0.1700
H 0.4172 0.2747 -2.4510 0.0 0.5 0.3 0.1978
H 1.2942 1.7745 -2.7859 -0.4 0.0 0.4 0.1987
H -0.3680 1.8624 -2.0636 0.4 -0.3 0.0 0.1963
H -2.8876 1.6834 -0.5577 -0.1 -0.3 0.5 0.1674
H -3.8956 0.3874 0.2398 0.4 0.5 0.1 0.1824
H -2.5906 -0.0440 -2.1262 -0.1 0.1 0.6 0.1915
H -1.2790 -0.5263 -1.0315 -0.4 0.4 0.2 0.2517
H -4.1225 -1.6077 -0.6617 0.4 -0.3 0.0 0.1992
H -2.5420 -2.2985 -0.0258 -0.4 0.3 -0.2 0.2459
H -1.8927 -2.0677 -3.0621 -0.6 -0.3 0.7 0.1277
O 0.5082 -0.9464 3.1871 -0.4 -0.1 -0.5 -1.1427
S 1.7185 -0.5487 3.9509 -0.1 0.0 0.4 2.5730
O 2.4348 -1.7702 4.4031 0.3 -0.3 0.0 -1.1365
O 1.3213 0.2605 5.1299 0.0 0.2 0.2 -1.1272
O 2.6116 0.2560 3.0700 0.3 0.2 -0.4 -1.1455
```
Positions in Å, forces in eV/Å.

Charge: -2
Total energy (eV): -54354.0071
E_LUMO (eV): 3.9
Molecular weight (g/mol): 308.40
Frontier orbital gap (eV): 3.2